[1]
ORCA calculation (the ωB97M-V functional and the def2-TZVPD basis) on C34H33N2O5SV as an isolated structure.

Positions of all 76 atoms, in Å:
V 0.26604 0.02376 0.19087
O -0.30313 -1.15313 -3.71418
C 0.17544 -0.76486 -2.51260
O -0.62567 -0.64631 -1.51772
C 1.55963 -0.50621 -2.35383
C 2.59853 -0.43708 -3.29826
C 3.83920 -0.02428 -2.85780
C 4.05811 0.35041 -1.52013
C 2.99906 0.25259 -0.64528
N 1.82262 -0.20943 -1.05456
C 2.95155 0.73995 0.79910
O 3.96269 1.13965 1.33051
O 1.75218 0.72081 1.30874
H -1.26243 -1.02590 -3.70373
H 2.41475 -0.67661 -4.33554
H 4.65310 0.04175 -3.56799
H 5.00788 0.72714 -1.17039
C -3.71396 0.60932 -0.70996
C -3.68904 -0.59165 -0.01181
C -3.11443 -0.65392 1.24980
C -2.59207 0.49802 1.83235
C -2.62650 1.69778 1.13314
C -3.17298 1.75218 -0.14283
H -4.16573 0.65579 -1.69254
H -4.13636 -1.47669 -0.44824
H -3.09505 -1.58636 1.79993
H -2.18865 0.46183 2.83513
H -2.23798 2.59717 1.59635
H -3.19046 2.68971 -0.68321
O 0.09178 1.99080 -0.48894
S 0.33492 3.18988 0.43479
C -0.65638 4.47145 -0.31089
C -1.05988 4.38107 -1.63418
C -1.83272 5.40003 -2.16576
C -2.19503 6.48689 -1.37759
C -1.79197 6.56033 -0.05256
C -1.01939 5.54323 0.49021
C 1.97605 3.74476 0.03740
C 2.43517 3.72118 -1.27283
C 3.73663 4.11083 -1.52530
C 4.56078 4.51357 -0.47703
C 4.09285 4.51921 0.82625
C 2.78849 4.12465 1.09188
H -0.78692 3.51261 -2.21914
H -2.15670 5.34738 -3.19644
H -2.80115 7.27750 -1.79906
H -2.08291 7.40154 0.56138
H -0.70191 5.58108 1.52578
H 1.78604 3.38636 -2.07267
H 4.11483 4.09930 -2.53889
H 5.58030 4.81198 -0.68150
H 4.74456 4.80354 1.64014
H 2.41738 4.07844 2.10779
C -0.46847 -5.59964 -0.85164
N -0.43806 -4.12846 -1.05094
C -1.74477 -3.52703 -0.66866
C 0.76088 -3.46825 -0.35390
C 0.48619 -3.07806 1.06673
C 0.54581 -4.08103 2.03989
C 0.28087 -3.79692 3.36692
C 0.00095 -2.48534 3.72485
C 0.00147 -1.48992 2.75949
C 0.22176 -1.73860 1.39631
H -1.30008 -6.02083 -1.41181
H -0.60465 -5.80159 0.20685
H 0.46650 -6.03555 -1.19441
H -0.30482 -3.95337 -2.04660
H -1.93485 -3.75201 0.37719
H -2.51997 -3.96668 -1.29401
H -1.69982 -2.45097 -0.80843
H 1.01221 -2.59486 -0.94881
H 1.57090 -4.19288 -0.43463
H 0.84117 -5.08878 1.76574
H 0.32975 -4.57594 4.11562
H -0.17557 -2.23500 4.76341
H -0.13234 -0.46582 3.09415

## Properties
E_tot: -3143.14755 hartree
LUMO (spin up / spin down): -2.58 / -2.90 eV
Spin multiplicity: 4
Relative energy (zero: lowest compared OMol25 entry of this formula, charge and spin): 94.4 kJ/mol
Net charge: +1
HOMO (spin up / spin down): -8.875 / -11.291 eV

Electronic structure analysis, Mulliken charges in units of e:
1. V -0.4165
2. O -0.6299
3. C -0.0125
4. O 0.0461
5. C 0.4430
6. C -1.0754
7. C -0.4961
8. C -0.9764
9. C 0.4082
10. N 0.8560
11. C 0.3987
12. O -0.6909
13. O -0.6757
14. H 0.3932
15. H 0.5814
16. H 0.4721
17. H 0.6361
18. C -0.6770
19. C -0.4688
20. C -0.1955
21. C -0.7600
22. C -0.5200
23. C -0.2362
24. H 0.4532
25. H 0.5043
26. H 0.3855
27. H 0.6146
28. H 0.5873
29. H 0.4861
30. O 0.0918
31. S -0.3063
32. C 0.8314
33. C -0.1181
34. C -0.7224
35. C -0.4889
36. C -0.7597
37. C -0.3689
38. C 0.7235
39. C -0.4997
40. C -0.7760
41. C -0.4684
42. C -0.7102
43. C -0.2855
44. H 0.2187
45. H 0.4347
46. H 0.4181
47. H 0.4287
48. H 0.4736
49. H 0.3501
50. H 0.4409
51. H 0.4203
52. H 0.4187
53. H 0.4067
54. C -0.8470
55. N 0.0819
56. C -0.6824
57. C -0.2412
58. C 0.5317
59. C -0.5817
60. C -0.9759
61. C -0.9737
62. C 0.2087
63. C 0.6855
64. H 0.3353
65. H 0.3886
66. H 0.3627
67. H 0.3457
68. H 0.4463
69. H 0.4883
70. H -0.1477
71. H -0.7092
72. H 0.7040
73. H 0.5492
74. H 0.4141
75. H 0.4819
76. H 0.5470

[2]
ORCA calculation (the ωB97M-V functional and the def2-TZVPD basis) on C34H33N2O5SV as an isolated structure.

Positions of all 76 atoms, in Å:
V 1.63467 0.60904 1.61845
O 3.04107 2.66741 -1.91692
C 2.81331 1.90429 -0.87500
O 2.39179 2.30172 0.20015
C 3.11950 0.45341 -1.08155
C 3.80411 -0.10134 -2.14105
C 4.03624 -1.47644 -2.10967
C 3.59207 -2.22833 -1.03415
C 2.91826 -1.57368 -0.00958
N 2.68052 -0.27618 -0.06192
C 2.37180 -2.20390 1.26313
O 2.09554 -3.41109 1.24759
O 2.18699 -1.39084 2.21406
H 2.65316 3.54433 -1.75203
H 4.14489 0.51720 -2.95937
H 4.57107 -1.95143 -2.92125
H 3.75944 -3.29433 -0.97050
C 1.83925 1.14456 4.22517
C 0.57255 1.34918 4.76770
C -0.08769 2.54741 4.55628
C 0.50634 3.55046 3.79528
C 1.76377 3.35755 3.24859
C 2.43630 2.15226 3.46699
H 2.36659 0.21617 4.40870
H 0.10608 0.56918 5.35514
H -1.07315 2.70117 4.97579
H -0.01658 4.48303 3.62977
H 2.23127 4.13558 2.66039
H 3.44991 2.02406 3.09577
O 0.11572 2.44980 -1.76636
S -0.18895 0.99537 -1.82593
C 0.20073 0.45174 -3.48949
C 0.13576 1.35006 -4.54345
C 0.46370 0.91315 -5.81694
C 0.85021 -0.40704 -6.02503
C 0.92350 -1.29361 -4.95999
C 0.60668 -0.86018 -3.67880
C -1.97494 0.85266 -1.92646
C -2.73223 2.00622 -1.85601
C -4.11722 1.90169 -1.88395
C -4.72120 0.65623 -1.97746
C -3.94443 -0.49499 -2.05000
C -2.56274 -0.39970 -2.02085
H -0.15819 2.37499 -4.35319
H 0.41632 1.60064 -6.65096
H 1.10063 -0.74239 -7.02275
H 1.23351 -2.31726 -5.12540
H 0.68301 -1.53520 -2.83158
H -2.23312 2.96299 -1.76674
H -4.72341 2.79653 -1.83079
H -5.80018 0.57883 -1.99743
H -4.41768 -1.46480 -2.13189
H -1.94859 -1.29083 -2.09240
C -1.26093 -4.27203 2.23286
N -0.48795 -3.06269 1.86760
C -0.77016 -2.67134 0.46253
C -0.67916 -1.93587 2.89997
C -1.28910 -0.67148 2.36264
C -2.66712 -0.50443 2.51556
C -3.29423 0.66011 2.09776
C -2.52325 1.66851 1.53709
C -1.15294 1.48929 1.38960
C -0.47786 0.31767 1.77441
H -1.08375 -5.05117 1.49492
H -2.31970 -4.02121 2.25856
H -0.93876 -4.61792 3.21150
H 0.52593 -3.30625 1.87603
H -1.83930 -2.51312 0.33984
H -0.41593 -3.47081 -0.18465
H -0.26023 -1.73681 0.24238
H 0.31213 -1.74789 3.29134
H -1.30301 -2.35448 3.68761
H -3.25565 -1.28554 2.98841
H -4.36243 0.78103 2.22199
H -2.98705 2.59382 1.21617
H -0.58554 2.30726 0.94383

## Properties
E_tot: -3143.15665 hartree
LUMO (spin up / spin down): -3.30 / -3.32 eV
Spin multiplicity: 4
Relative energy (zero: lowest compared OMol25 entry of this formula, charge and spin): 70.5 kJ/mol
Net charge: +1
HOMO (spin up / spin down): -9.872 / -11.056 eV

Electronic structure analysis, Mulliken charges in units of e:
1. V -0.4755
2. O -0.4544
3. C 0.1808
4. O -0.5402
5. C 0.0962
6. C -0.4186
7. C -0.6166
8. C -0.6542
9. C 0.7070
10. N 0.4456
11. C 0.0278
12. O -0.8337
13. O -0.6805
14. H 0.4573
15. H 0.5913
16. H 0.4945
17. H 0.5856
18. C -0.0986
19. C -0.3530
20. C -0.3300
21. C -0.6627
22. C -0.4204
23. C -0.6877
24. H 0.3546
25. H 0.4306
26. H 0.4309
27. H 0.4172
28. H 0.4217
29. H 0.6795
30. O -0.8036
31. S 1.3420
32. C 0.2913
33. C -0.6037
34. C -0.7240
35. C -0.5053
36. C -0.7895
37. C -0.0974
38. C 0.2782
39. C -0.4242
40. C -0.7025
41. C -0.4945
42. C -0.8334
43. C -0.5185
44. H 0.4572
45. H 0.4230
46. H 0.4147
47. H 0.4656
48. H 0.3681
49. H 0.5154
50. H 0.4399
51. H 0.4128
52. H 0.4411
53. H 0.4601
54. C -0.9634
55. N 0.4592
56. C -1.3786
57. C -1.5521
58. C 1.2087
59. C -0.3235
60. C -1.1758
61. C -0.7948
62. C -0.1221
63. C 1.6641
64. H 0.3573
65. H 0.3380
66. H 0.4058
67. H 0.3772
68. H 0.7509
69. H 0.5732
70. H -0.0714
71. H 0.0241
72. H 0.5774
73. H 0.4048
74. H 0.4380
75. H 0.5892
76. H 0.3065

[3]
ORCA calculation (the ωB97M-V functional and the def2-TZVPD basis) on C34H34As2N4SSc as an isolated structure.

Positions of all 76 atoms, in Å:
Sc -1.01938 -0.19734 -0.58829
C -1.52673 -1.87204 -4.83488
C -1.22130 -1.59745 -3.40313
N -1.74294 -0.61985 -2.73557
N -2.65267 0.19098 -3.36526
C -3.27629 1.14878 -2.64797
N -4.18861 1.89187 -3.23776
S -2.90326 1.42700 -0.99344
C -0.31605 -2.46528 -2.60456
C 0.30613 -3.59329 -3.10138
C 1.10592 -4.35479 -2.24526
C 1.25584 -3.96766 -0.92967
C 0.60341 -2.81715 -0.49743
N -0.16126 -2.08509 -1.31061
H -2.55398 -2.23521 -4.93479
H -0.87016 -2.61858 -5.26466
H -1.41099 -0.96501 -5.43433
H -2.90898 -0.00944 -4.32340
H -4.45827 1.77799 -4.20555
H -4.65534 2.61765 -2.71349
H 0.18173 -3.90261 -4.12701
H 1.59384 -5.24518 -2.61693
H 1.85583 -4.53534 -0.23318
H 0.68431 -2.49192 0.53771
C 0.90480 0.88642 2.47741
C 1.99377 0.68293 1.43234
As 1.40101 1.04830 -0.39575
C 1.13805 2.94681 -0.48749
C 2.05949 3.75223 -1.15229
C 1.87266 5.12823 -1.17539
C 0.77874 5.69607 -0.54100
C -0.14571 4.89081 0.11253
C 0.02913 3.51664 0.13478
C 2.84794 0.55167 -1.53576
C 2.61333 -0.11040 -2.73666
C 3.67803 -0.44292 -3.56153
C 4.97432 -0.12069 -3.18515
C 5.21233 0.53857 -1.98819
C 4.15226 0.87961 -1.15912
As -0.76457 -0.09309 2.15558
C -2.08036 0.71761 3.27394
C -1.94807 0.56163 4.65515
C -2.85481 1.18242 5.50070
C -3.88542 1.94853 4.97436
C -4.02007 2.09643 3.60149
C -3.11611 1.48066 2.74711
C -0.48031 -1.87203 2.83692
C -1.58549 -2.69888 3.02671
C -1.40114 -3.99211 3.49694
C -0.12367 -4.46062 3.77231
C 0.97772 -3.63674 3.58742
C 0.80412 -2.33872 3.12094
H 0.60863 1.93825 2.54828
H 1.25710 0.58870 3.47080
H 2.39267 -0.33525 1.42425
H 2.83320 1.35777 1.62854
H 2.92219 3.32775 -1.65058
H 2.58961 5.75717 -1.68437
H 0.64741 6.76873 -0.55289
H -0.99726 5.33477 0.60924
H -0.70888 2.90926 0.66196
H 1.60135 -0.35177 -3.05096
H 3.50038 -0.94407 -4.50317
H 5.80325 -0.37650 -3.83003
H 6.22259 0.79482 -1.70107
H 4.35892 1.40794 -0.23562
H -1.15775 -0.04655 5.08240
H -2.75887 1.06489 6.57091
H -4.59093 2.42718 5.63891
H -4.83037 2.68522 3.19576
H -3.24574 1.59662 1.67761
H -2.59530 -2.34119 2.84582
H -2.25862 -4.62933 3.66389
H 0.01232 -5.46343 4.15265
H 1.96923 -3.99321 3.83021
H 1.67209 -1.69823 3.02997

## Properties
E_tot: -7164.68076 hartree
LUMO: -9.79 eV
Net charge: +3
HOMO: -16.213 eV

Electronic structure analysis, Mulliken charges in units of e:
1. Sc 0.1445
2. C -1.9461
3. C 1.1171
4. N 0.3630
5. N -0.5327
6. C 0.6430
7. N -0.3302
8. S -0.4650
9. C 0.3941
10. C -0.6403
11. C -0.7987
12. C -1.0289
13. C 0.2312
14. N 0.1933
15. H 0.4592
16. H 0.3809
17. H 0.5085
18. H 0.2944
19. H 0.2181
20. H 0.2494
21. H 0.3363
22. H 0.5080
23. H 0.5487
24. H 0.3830
25. C -1.4898
26. C -0.8096
27. As 1.2880
28. C 0.4080
29. C -0.4262
30. C -0.7867
31. C -0.5605
32. C -1.0038
33. C 0.0832
34. C 0.1731
35. C -0.2509
36. C -0.6280
37. C -0.5812
38. C -0.7393
39. C -0.2261
40. As 1.6103
41. C 0.4628
42. C -0.5820
43. C -0.7435
44. C -0.5122
45. C -0.7811
46. C -0.0994
47. C 0.7649
48. C -0.7619
49. C -0.7274
50. C -0.5890
51. C -0.8037
52. C -0.4207
53. H 0.6517
54. H 0.6819
55. H 0.4128
56. H 0.7325
57. H 0.4271
58. H 0.4454
59. H 0.4204
60. H 0.4787
61. H 0.3464
62. H 0.1870
63. H 0.4329
64. H 0.4248
65. H 0.4478
66. H 0.4083
67. H 0.4012
68. H 0.4371
69. H 0.4302
70. H 0.4339
71. H 0.1657
72. H 0.4544
73. H 0.4568
74. H 0.4673
75. H 0.4873
76. H 0.2702

[4]
ORCA calculation (the ωB97M-V functional and the def2-TZVPD basis) on C34H34BIrN12O3 as an isolated structure.

Positions of all 85 atoms, in Å:
Ir 0.13186 0.04490 0.14510
C -2.88475 -2.17397 2.10223
C -2.43766 -1.39961 1.03448
N -1.25403 -0.87765 1.33268
N -0.92573 -1.25655 2.58807
C -1.89521 -2.05984 3.05859
B 0.33027 -0.57949 3.23984
N 0.20494 0.94829 2.99404
C -0.02170 1.91300 3.90175
C -0.27628 3.09102 3.23281
C -0.18810 2.75867 1.88223
N 0.11582 1.47204 1.74851
N 1.57378 -1.10466 2.47558
C 2.63591 -1.82941 2.86319
C 3.41081 -2.10124 1.75246
C 2.73999 -1.49847 0.69392
N 1.63821 -0.90388 1.14011
N 0.39781 -0.82303 4.72576
C -0.59961 -0.78248 5.65272
C -0.02495 -0.69218 6.89137
C 1.35839 -0.65897 6.62878
N 1.60847 -0.71934 5.33624
H -3.80250 -2.72933 2.17507
H -2.88333 -1.20515 0.07316
H -1.82607 -2.49970 4.03763
H 0.02669 1.69951 4.95669
H -0.48977 4.05455 3.65948
H -0.31849 3.38295 1.01402
H 2.77855 -2.06560 3.90164
H 4.33401 -2.65118 1.71993
H 2.99226 -1.45507 -0.35300
H -1.63952 -0.77230 5.37523
H -0.52580 -0.65570 7.84275
H 2.17612 -0.59438 7.32877
C 5.12421 1.69354 -4.13107
C 3.90045 1.62415 -5.00028
C 3.99483 1.54088 -6.38533
C 2.86294 1.47693 -7.18521
C 1.60049 1.51495 -6.61202
C 1.47571 1.61620 -5.23513
C 2.62036 1.65173 -4.44405
N 2.48616 1.74821 -3.02300
C 1.78651 0.89800 -2.23904
N 1.51029 -0.30845 -2.85145
C 0.77899 -1.37342 -2.45995
C 0.18002 -1.45087 -1.15113
C -0.26086 -2.74668 -0.79226
C -0.28881 -3.78220 -1.68338
C 0.16517 -3.61331 -3.01869
C 0.71184 -2.43829 -3.42326
C 1.25086 -2.25322 -4.81389
N 1.46177 1.16103 -1.01110
C 1.69933 2.52276 -0.58796
C 0.90173 3.52448 -1.13984
C 1.06334 4.84175 -0.74744
C 2.02993 5.15576 0.19822
C 2.81989 4.15360 0.73713
C 2.67439 2.81852 0.36150
C 3.52157 1.75309 0.99467
H 6.02595 1.57007 -4.72687
H 5.11216 0.91777 -3.36309
H 5.19861 2.65617 -3.61935
H 4.97653 1.52201 -6.84196
H 2.96872 1.40769 -8.25951
H 0.71415 1.48601 -7.23139
H 0.49975 1.67564 -4.76496
H 2.83423 2.57880 -2.56675
H 1.88486 -0.36150 -3.79085
H -0.61555 -2.91998 0.21149
H -0.67106 -4.74797 -1.37900
H 0.10108 -4.44160 -3.71245
H 1.08793 -3.15439 -5.39984
H 2.32859 -2.06034 -4.81825
H 0.75889 -1.42561 -5.33128
H 0.15762 3.26365 -1.88231
H 0.43638 5.61276 -1.17459
H 2.16775 6.18069 0.51604
H 3.56814 4.40250 1.47953
H 4.25853 2.19918 1.65953
H 4.05292 1.15991 0.24690
H 2.90850 1.06663 1.58108
O -1.48413 1.05177 -0.61110
N -1.68144 1.35931 -1.87274
O -2.57554 2.13220 -2.10674
O -0.98579 0.81344 -2.73306

## Properties
E_tot: -2327.88551 hartree
LUMO (spin up / spin down): -2.11 / -5.59 eV
Spin multiplicity: 2
Relative energy (zero: lowest compared OMol25 entry of this formula, charge and spin): 0.0 kJ/mol
Net charge: +1
HOMO (spin up / spin down): -11.271 / -11.321 eV

Electronic structure analysis, Mulliken charges in units of e:
1. Ir 0.8689
2. C -1.3793
3. C -0.0949
4. N -0.7049
5. N 0.6680
6. C -0.2031
7. B 0.2128
8. N 0.7958
9. C 0.0393
10. C -1.5517
11. C -0.7195
12. N -0.4212
13. N 0.6124
14. C -0.1346
15. C -1.4031
16. C -0.1688
17. N -0.3291
18. N 0.3508
19. C -0.3012
20. C -0.9378
21. C -0.2891
22. N -1.0541
23. H 0.4695
24. H 0.5346
25. H 0.8202
26. H 0.4652
27. H 0.4761
28. H 0.7004
29. H 0.6004
30. H 0.4923
31. H 0.4373
32. H 0.6449
33. H 0.4419
34. H 0.4713
35. C -1.2932
36. C 0.6021
37. C -0.7521
38. C -0.7704
39. C -0.7495
40. C 0.1368
41. C -0.2488
42. N 0.4405
43. C 0.2658
44. N 0.5197
45. C 1.4602
46. C 0.0604
47. C -0.2227
48. C -1.2416
49. C -0.9310
50. C 0.7945
51. C -1.6121
52. N 1.1789
53. C -1.5976
54. C 0.1685
55. C -1.0635
56. C -0.8672
57. C -1.0375
58. C 1.2084
59. C -0.5820
60. H 0.4139
61. H 0.2027
62. H 0.3140
63. H 0.4042
64. H 0.4233
65. H 0.4718
66. H 0.4837
67. H 0.3809
68. H -0.3319
69. H 0.3959
70. H 0.4699
71. H 0.4319
72. H 0.4320
73. H 0.3929
74. H 0.3508
75. H 0.3961
76. H 0.4649
77. H 0.4440
78. H 0.4615
79. H 0.5432
80. H 0.2151
81. H -0.1506
82. O -0.6345
83. N 0.8720
84. O -0.6743
85. O -0.4501